A structure of composition C9H25IN2Zn at a distorted geometry. Source: OMol25; level of theory: ωB97M-V/def2-TZVPD.

The energy relative to the best compared isomer or geometry (same formula, charge and spin) comes out at 0.000 eV. The total energy comes out at -2544.40897 Eh. For the highest occupied orbital energy, the calculation gives -6.77 eV.

Structure (ORCA input):
```
! RIJCOSX wB97M-V def2-TZVPD def2/J DEFGRID3
* xyz 0 1
C -2.343 0.385 -2.767
C -2.314 -1.064 -2.777
H -2.427 0.748 -1.738
H -3.199 0.765 -3.329
H -1.444 0.821 -3.209
H -2.744 -1.471 -1.852
H -2.873 -1.488 -3.620
H -1.296 -1.457 -2.853
Zn 1.587 0.157 0.372
C 2.295 0.104 -1.399
H 1.974 -0.813 -1.916
H 3.398 0.126 -1.370
H 1.940 0.978 -1.970
I -3.002 -0.278 1.002
C -0.099 1.837 2.118
N 1.352 1.586 1.929
C 2.027 2.862 1.633
C 1.964 0.946 3.130
C 1.404 -0.463 3.318
N 1.428 -1.220 2.023
C 2.629 -2.090 1.955
C 0.230 -2.080 1.862
H -0.475 2.386 1.243
H -0.279 2.427 3.035
H -0.661 0.895 2.166
H 1.950 3.555 2.490
H 3.087 2.675 1.418
H 1.559 3.326 0.754
H 3.048 0.904 2.976
H 1.754 1.556 4.025
H 2.021 -1.001 4.057
H 0.374 -0.416 3.686
H 2.647 -2.799 2.801
H 2.627 -2.655 1.014
H 3.537 -1.472 1.993
H -0.679 -1.456 1.844
H 0.290 -2.602 0.897
H 0.161 -2.816 2.681
*
```